(1)
{
  "formula": "C32H47Cl3MnN3O3SSi",
  "method": "the ωB97M-V functional and the def2-TZVPD basis",
  "symbols": ["C", "C", "H", "H", "H", "C", "C", "H", "H", "H", "H", "Mn", "Cl", "Cl", "C", "O", "N", "C", "C", "H", "H", "H", "H", "H", "H", "H", "H", "H", "C", "C", "N", "H", "C", "O", "H", "H", "H", "H", "O", "C", "C", "C", "H", "C", "H", "C", "H", "C", "C", "H", "H", "H", "Si", "Cl", "C", "C", "C", "H", "H", "H", "H", "H", "H", "H", "H", "H", "N", "S", "C", "C", "C", "C", "C", "C", "C", "C", "C", "C", "C", "C", "H", "H", "H", "H", "H", "H", "H", "H", "H", "H", "H"],
  "coordinates": [[-3.862, -0.447, -3.064], [-2.869, -1.156, -3.908], [-3.917, 0.628, -3.295], [-3.584, -0.563, -2.005], [-4.870, -0.881, -3.186], [-2.978, -1.084, -5.249], [-3.944, -0.217, -5.977], [-2.377, -1.738, -5.872], [-3.884, 0.836, -5.669], [-4.991, -0.535, -5.864], [-3.732, -0.241, -7.052], [-1.172, -0.093, 0.375], [-0.197, -2.123, 0.713], [-1.118, 1.526, -1.237], [2.625, -1.630, 2.459], [3.078, -0.477, 2.450], [3.145, -2.649, 1.734], [4.262, -2.394, 0.844], [2.484, -3.947, 1.656], [1.716, -1.925, 3.024], [4.915, -1.648, 1.312], [3.914, -2.008, -0.131], [4.798, -3.338, 0.687], [1.893, -4.094, 2.570], [3.251, -4.728, 1.574], [1.806, -4.003, 0.787], [-2.732, 3.579, -0.435], [-0.226, 4.087, -2.058], [-2.333, 4.588, -0.229], [-0.092, 4.863, -1.286], [-0.877, 4.536, -0.101], [-2.767, 4.953, 0.715], [-0.344, 3.790, 0.900], [0.853, 3.484, 1.032], [0.959, 4.946, -0.994], [-1.131, 3.463, 1.624], [-2.595, 5.271, -1.046], [-0.460, 5.819, -1.679], [-1.184, -1.309, -2.149], [-1.848, -2.037, -3.193], [-0.201, -2.109, -5.150], [-0.915, -2.776, -4.146], [-0.348, -1.037, -5.303], [0.673, -2.813, -5.991], [-2.445, -2.787, -2.653], [-0.800, -4.168, -4.033], [1.263, -2.265, -6.730], [0.795, -4.198, -5.865], [0.042, -4.874, -4.898], [-1.381, -4.680, -3.261], [1.474, -4.742, -6.524], [0.130, -5.956, -4.790], [0.471, -0.960, -1.836], [-3.324, -0.877, 0.168], [1.037, 0.128, -3.304], [1.448, -2.555, -2.005], [1.613, 0.037, -0.612], [1.483, -0.517, -4.071], [1.811, 0.843, -2.992], [0.211, 0.703, -3.737], [1.386, 1.110, -0.620], [2.639, -0.088, -0.986], [1.638, -0.334, 0.421], [1.588, -2.778, -3.072], [0.938, -3.397, -1.522], [2.451, -2.477, -1.570], [-0.426, 0.787, 1.980], [-0.747, 0.567, 3.561], [0.719, 0.200, 4.568], [1.878, 0.965, 4.480], [2.851, 0.880, 5.480], [2.726, -0.048, 6.519], [1.598, -0.875, 6.571], [0.595, -0.750, 5.604], [-1.048, 2.198, 4.286], [-2.110, 2.333, 5.198], [-2.222, 3.516, 5.933], [-1.311, 4.562, 5.738], [-0.292, 4.421, 4.791], [-0.162, 3.243, 4.054], [0.362, 1.440, 1.919], [2.020, 1.645, 3.642], [3.730, 1.528, 5.426], [3.511, -0.139, 7.274], [1.503, -1.617, 7.368], [-0.300, -1.372, 5.643], [-2.798, 1.498, 5.346], [-3.019, 3.620, 6.668], [-1.393, 5.481, 6.327], [0.421, 5.225, 4.628], [0.621, 3.155, 3.300]],
  "atomic_forces_ev_per_a": [[-0.093, 0.306, 1.043], [0.260, -0.005, -1.385], [-0.022, -0.286, 0.060], [-0.296, 0.323, -0.753], [0.270, 0.169, -0.084], [0.276, -0.546, 0.790], [-0.386, 0.311, -0.453], [0.037, 0.216, 0.066], [-0.054, -0.245, 0.078], [0.176, 0.053, 0.125], [-0.043, 0.011, 0.142], [-1.016, -0.910, -0.319], [-0.892, 0.150, 0.571], [-0.545, -0.013, 0.758], [0.466, 0.730, -0.537], [-0.505, -1.332, 0.154], [-0.212, 0.045, 0.228], [0.024, 0.106, -0.095], [-0.140, 0.214, 0.028], [0.347, 0.129, 0.020], [-0.111, -0.196, -0.217], [0.205, -0.124, 0.360], [-0.045, 0.305, 0.010], [0.160, -0.076, -0.307], [-0.282, 0.147, 0.110], [0.307, -0.044, 0.267], [0.042, 0.470, -0.096], [0.179, 0.211, 0.249], [-0.082, -0.273, 0.312], [-0.092, 0.010, 0.147], [0.363, -0.370, 0.324], [0.033, -0.035, -0.371], [0.517, 0.044, -0.456], [-1.455, 0.355, -0.019], [-0.251, -0.074, -0.201], [0.446, 0.185, -0.266], [0.043, -0.217, 0.326], [0.227, -0.171, 0.056], [1.287, 0.647, 0.756], [-0.283, -0.312, -0.137], [0.243, -0.285, -0.195], [-0.109, -0.102, 0.029], [0.198, -0.442, 0.211], [-0.241, 0.169, 0.335], [0.159, -0.071, -0.076], [0.210, 0.316, -0.311], [-0.256, -0.244, 0.184], [-0.122, 0.042, 0.169], [0.039, 0.056, 0.140], [0.246, 0.080, -0.266], [-0.219, 0.095, 0.226], [-0.012, 0.281, -0.098], [1.523, 0.021, -2.748], [0.861, 0.357, 0.849], [-0.045, -0.053, -0.178], [-0.002, -0.467, -0.081], [-0.880, 0.070, 1.268], [-0.106, 0.238, 0.005], [-0.234, -0.143, -0.038], [0.134, -0.141, -0.086], [0.175, -0.248, 0.081], [-0.428, -0.214, -0.359], [0.057, 0.348, -0.238], [-0.109, -0.109, 0.243], [0.136, 0.042, -0.236], [-0.214, 0.096, 0.019], [0.813, 0.756, 1.393], [-0.178, -0.197, -0.095], [0.350, -0.295, 0.605], [0.092, 0.247, 0.103], [0.014, -0.254, -0.138], [-0.302, 0.070, -0.296], [0.086, 0.051, -0.208], [-0.238, 0.334, -0.383], [-0.391, 0.065, 0.367], [0.590, -0.149, -0.240], [0.098, 0.122, -0.143], [-0.025, -0.364, -0.108], [-0.197, -0.102, -0.019], [-0.033, 0.217, 0.156], [-0.131, -0.029, -0.668], [0.060, -0.163, 0.285], [-0.298, -0.286, -0.044], [-0.319, 0.076, -0.243], [-0.038, 0.253, -0.321], [0.193, 0.125, 0.087], [0.160, 0.295, 0.023], [0.152, -0.033, -0.206], [0.018, -0.379, -0.241], [-0.147, -0.090, -0.001], [-0.189, 0.125, 0.202]],
  "mulliken_charge": [-0.534, 0.291, 0.263, -0.619, 0.382, -0.106, -1.429, 0.459, 0.280, 0.303, 0.382, -0.041, -0.319, -0.507, 0.191, -0.633, 0.292, -0.855, -0.734, 0.195, 0.279, 0.117, 0.377, 0.273, 0.357, 0.142, 0.301, 0.271, -0.958, -0.880, 0.168, 0.321, 0.351, -0.700, 0.283, 0.214, 0.320, 0.374, 0.088, 0.193, 0.009, 0.153, 0.803, -1.158, 0.360, -0.381, 0.361, -0.477, -0.735, 0.386, 0.377, 0.380, 1.135, -0.531, -1.235, -0.714, -0.938, 0.368, 0.501, 0.225, 0.513, 0.540, -0.192, 0.217, 0.223, 0.072, 0.765, -0.388, 0.748, 0.121, -0.912, -0.472, -0.641, -0.528, 1.165, -0.638, -0.561, -0.538, -1.128, 0.035, -0.320, 0.353, 0.395, 0.397, 0.395, 0.441, 0.434, 0.379, 0.390, 0.466, 0.232],
  "energy_ev": -132161.833,
  "gap_ev": [5.541, 7.935],
  "multiplicity": 5,
  "e_lumo_ha": [-0.101, -0.013],
  "de_lowest_kj_mol": 192.3
}

(2)
{
  "formula": "C32H47CsN6O5Se2",
  "method": "the ωB97M-V functional and the def2-TZVPD basis",
  "symbols": ["Cs", "C", "N", "C", "C", "N", "C", "C", "N", "C", "C", "N", "C", "N", "C", "C", "C", "N", "C", "H", "H", "H", "H", "H", "H", "H", "H", "H", "H", "H", "H", "H", "H", "H", "H", "H", "H", "H", "H", "H", "H", "H", "H", "O", "C", "C", "C", "O", "C", "Se", "C", "Se", "H", "H", "H", "H", "H", "H", "H", "H", "H", "H", "C", "C", "O", "C", "C", "C", "C", "C", "C", "H", "H", "H", "H", "H", "H", "H", "H", "O", "C", "O", "C", "C", "C", "C", "C", "C", "H", "H", "H", "H", "H"],
  "coordinates": [[0.632, -1.105, 0.056], [2.505, 1.609, 3.587], [1.226, 2.143, 4.022], [0.608, 1.536, 5.180], [-0.794, 2.104, 5.106], [-0.996, 2.199, 3.673], [-2.166, 2.923, 3.220], [0.240, 2.334, 3.036], [0.536, 2.519, 1.818], [-0.469, 2.764, 0.789], [0.245, 2.867, -0.558], [-0.660, 2.698, -1.684], [-1.631, 3.482, -1.908], [-2.620, 3.211, -2.859], [-2.839, 1.816, -3.221], [-3.794, 3.997, -2.551], [-3.173, 5.241, -1.951], [-1.987, 4.708, -1.295], [-0.952, 5.683, -1.023], [3.230, 1.716, 4.400], [2.855, 2.167, 2.721], [2.422, 0.556, 3.302], [1.128, 1.811, 6.097], [0.587, 0.440, 5.099], [-0.850, 3.091, 5.590], [-1.540, 1.452, 5.560], [-2.972, 2.729, 3.927], [-2.500, 2.580, 2.247], [-1.995, 4.008, 3.180], [-1.073, 3.645, 0.987], [-1.169, 1.920, 0.696], [0.929, 2.018, -0.515], [0.856, 3.773, -0.638], [-1.891, 1.335, -3.448], [-3.483, 1.773, -4.101], [-3.311, 1.272, -2.400], [-4.444, 3.486, -1.828], [-4.375, 4.209, -3.449], [-3.825, 5.743, -1.237], [-2.901, 5.958, -2.740], [-1.408, 6.554, -0.551], [-0.448, 6.017, -1.941], [-0.199, 5.300, -0.343], [-3.766, -4.223, -2.273], [-3.701, -3.546, -1.014], [-3.761, -2.019, -1.106], [-5.220, -1.662, -1.429], [-5.424, -0.336, -1.920], [-2.837, -1.473, -2.213], [-1.092, -2.408, -2.516], [-3.350, -1.487, 0.283], [-3.829, 0.414, 0.753], [-2.915, -3.979, -2.695], [-2.783, -3.822, -0.495], [-4.552, -3.892, -0.415], [-5.813, -1.814, -0.517], [-5.579, -2.354, -2.193], [-5.084, 0.226, -1.184], [-2.634, -0.438, -1.964], [-3.368, -1.479, -3.160], [-2.268, -1.534, 0.387], [-3.774, -2.134, 1.057], [3.942, -1.625, -1.510], [3.847, -0.127, -1.592], [2.829, 0.466, -1.341], [5.078, 0.681, -1.977], [4.972, 2.064, -1.967], [6.067, 2.848, -2.301], [7.273, 2.245, -2.647], [7.382, 0.862, -2.656], [6.279, 0.081, -2.318], [2.968, -2.040, -1.290], [4.612, -1.896, -0.689], [4.319, -2.048, -2.444], [4.020, 2.501, -1.690], [5.980, 3.927, -2.288], [8.129, 2.856, -2.908], [8.320, 0.388, -2.920], [6.366, -1.000, -2.314], [3.128, -1.670, 1.566], [2.250, -1.984, 2.412], [1.046, -1.615, 2.433], [2.673, -2.914, 3.542], [3.795, -2.606, 4.304], [4.178, -3.417, 5.368], [3.453, -4.567, 5.662], [2.336, -4.889, 4.895], [1.941, -4.059, 3.851], [4.371, -1.722, 4.049], [5.046, -3.155, 5.963], [3.751, -5.204, 6.487], [1.763, -5.782, 5.120], [1.048, -4.281, 3.277]],
  "atomic_forces_ev_per_a": [[-0.900, 1.061, -1.934], [-0.059, 0.034, 0.088], [0.223, 0.102, -0.331], [0.033, -0.128, 0.034], [-0.039, -0.040, -0.151], [0.069, 0.245, -0.106], [-0.146, 0.061, 0.109], [-0.233, -0.387, 0.194], [0.071, 0.484, -0.029], [0.147, -0.379, -0.026], [-0.257, -0.341, 0.105], [-0.015, 0.149, -0.024], [-0.200, -0.010, 0.090], [0.319, -0.258, -0.122], [-0.019, 0.107, 0.033], [-0.012, -0.057, 0.009], [0.141, -0.051, 0.083], [0.152, 0.125, 0.122], [-0.137, 0.058, -0.027], [-0.051, -0.030, -0.035], [-0.074, 0.011, 0.027], [0.027, -0.027, -0.008], [0.059, 0.013, 0.057], [-0.001, -0.022, -0.043], [0.021, 0.055, -0.004], [-0.051, -0.017, 0.007], [-0.026, -0.038, -0.031], [-0.066, -0.146, -0.001], [0.047, 0.038, 0.084], [-0.054, 0.226, 0.033], [-0.031, 0.060, 0.052], [0.177, 0.144, -0.488], [0.143, -0.064, 0.117], [0.026, 0.071, 0.025], [-0.022, 0.009, 0.019], [-0.077, 0.075, -0.051], [0.029, -0.048, 0.040], [-0.030, -0.010, -0.045], [-0.017, 0.035, 0.048], [0.053, 0.019, -0.042], [-0.052, 0.029, 0.004], [0.013, 0.002, -0.042], [-0.036, -0.044, 0.058], [0.026, 0.250, 0.301], [-0.104, -0.207, -0.176], [0.183, 0.153, 0.055], [0.027, 0.301, -0.129], [0.052, -0.292, 0.271], [0.103, -0.175, 0.213], [-0.451, -0.218, -0.314], [-0.121, 0.444, -0.037], [0.027, -0.334, -0.127], [-0.021, -0.047, -0.050], [0.126, -0.076, 0.061], [0.002, -0.077, -0.028], [-0.072, -0.039, 0.052], [-0.038, 0.037, -0.111], [-0.060, 0.016, -0.124], [0.153, -0.013, 0.008], [-0.019, -0.026, -0.096], [0.035, -0.232, -0.092], [-0.066, 0.067, 0.017], [0.228, 0.014, -0.001], [0.382, 0.130, -0.053], [-0.172, 0.159, -0.029], [-0.356, -0.438, 0.148], [0.063, 0.297, -0.041], [-0.044, -0.105, 0.016], [-0.031, 0.012, 0.007], [-0.160, -0.057, 0.048], [0.334, -0.032, -0.075], [-0.014, -0.047, -0.076], [-0.032, -0.001, -0.060], [0.009, 0.022, 0.039], [0.047, -0.009, -0.014], [0.018, -0.018, -0.008], [-0.007, -0.001, 0.003], [-0.017, 0.017, 0.003], [-0.005, 0.070, -0.008], [-0.252, -0.136, 0.479], [0.017, 0.055, 0.078], [0.956, -0.666, 2.021], [0.091, -0.055, 0.041], [0.120, -0.065, 0.024], [-0.102, -0.025, -0.086], [-0.074, 0.072, -0.118], [0.079, 0.136, -0.032], [-0.028, 0.063, 0.092], [-0.045, -0.062, 0.002], [-0.021, -0.008, -0.007], [0.002, -0.012, 0.000], [0.018, 0.019, -0.009], [0.065, 0.025, 0.029]],
  "mulliken_charge": [1.219, -0.859, -0.036, -0.561, -0.729, 0.352, -0.918, 0.049, -0.339, -0.244, -0.651, -0.369, 0.251, -0.058, -0.848, -0.544, -0.647, 0.336, -1.181, 0.330, 0.349, 0.165, 0.399, 0.225, 0.339, 0.391, 0.397, -0.008, 0.324, 0.393, 0.224, -0.090, 0.310, 0.360, 0.302, 0.219, 0.270, 0.370, 0.355, 0.347, 0.404, 0.344, 0.272, -0.566, -1.455, 2.712, -1.372, -0.534, -0.420, -0.743, -1.027, -0.642, 0.290, 0.404, 0.524, 0.243, 0.523, 0.136, -0.729, 0.390, -0.112, 0.466, -1.238, 0.698, -0.648, 0.298, -0.308, -0.590, -0.303, -0.730, -0.251, 0.003, 0.321, 0.543, 0.550, 0.376, 0.359, 0.363, 0.335, -0.598, 0.219, -0.860, 0.284, -0.343, -0.562, -0.369, -0.568, -0.129, 0.370, 0.348, 0.356, 0.363, 0.411],
  "energy_ev": -184367.270,
  "total_charge": -2,
  "gap_ev": 4.563,
  "e_lumo_ha": 0.131,
  "de_lowest_kj_mol": 85.0
}